# 1
Below is a molecular structure, C13H43BBaF4N5O7 at a distorted geometry, with properties calculated with ωB97M-V with the def2-TZVPD basis set.

Element x y z (Å)
Ba -4.05768 0.12717 1.39830
B -0.76459 -0.65745 -0.67688
F 0.35972 0.12578 -0.76785
F -0.34350 -1.87587 -0.21489
F -1.57832 -0.19892 0.40298
F -1.43460 -0.93667 -1.79611
C 0.05586 -2.78890 3.74812
O -0.25268 -2.85804 4.93680
N 0.75753 -3.71024 3.12137
N -0.10151 -1.65795 3.02594
H 0.86312 -3.66502 2.11792
H 1.22500 -4.49960 3.54384
H -0.50667 -0.85769 3.49019
H 0.04459 -1.79321 2.03576
C -0.65553 2.88303 -3.96507
C -0.02680 3.61895 -2.74505
C -0.31661 5.08752 -2.84752
O 0.38343 5.88921 -3.78905
C 1.69765 6.14819 -3.29023
N -0.70804 3.10754 -1.50825
H -0.73900 1.82556 -3.71432
H -0.00097 2.97523 -4.83176
H -1.65964 3.15537 -4.29017
H 1.04010 3.40473 -2.68240
H -0.34045 5.59724 -1.88434
H -1.34807 5.25348 -3.15841
H 2.31178 5.29350 -3.00661
H 1.65526 6.94145 -2.54388
H 2.21307 6.60978 -4.13247
H -0.41764 2.16932 -1.27264
H -0.33841 3.70426 -0.78203
C -3.27830 -3.53147 -0.59293
C -4.60928 -2.83972 -0.61436
C -5.49740 -2.94469 0.66336
O -4.66238 -2.54118 1.75627
C -5.11738 -3.06953 3.00716
N -4.19569 -1.49762 -0.96882
H -2.63673 -3.29779 0.25671
H -2.62479 -3.28002 -1.42827
H -3.47229 -4.60156 -0.51966
H -5.19450 -3.19284 -1.46344
H -5.72631 -3.99830 0.82333
H -6.36474 -2.28914 0.58534
H -4.55423 -2.63435 3.83274
H -4.91368 -4.13577 2.90846
H -6.17273 -2.84814 3.16628
H -4.68830 -1.35164 -1.83837
H -3.23026 -1.60597 -1.24506
C 7.24462 -0.25256 3.05429
C 6.16086 0.85119 2.65867
C 5.39616 0.67139 1.29388
O 4.18991 1.48218 1.34298
C 3.39789 1.37941 0.21403
N 5.26823 0.93664 3.84965
H 6.83060 -1.22531 3.31970
H 7.74424 0.28173 3.86239
H 7.98565 -0.51188 2.29817
H 6.65386 1.81983 2.57622
H 5.05318 -0.35214 1.14269
H 6.03927 0.98020 0.46977
H 3.10558 0.33648 0.09176
H 4.05446 1.70767 -0.59173
H 2.36330 1.71405 0.28983
H 4.43761 1.41946 3.53814
H 5.61094 1.25203 4.74585
O -2.60667 -2.10267 -3.90587
H -2.21807 -2.31962 -3.05843
H -1.91048 -1.64765 -4.37969
O 1.54224 -3.38028 0.12258
H 0.76413 -2.87166 -0.10563
H 1.61315 -4.03507 -0.57201
O -3.06446 1.66401 -1.13668
H -3.39920 1.24199 -1.92793
H -2.33462 2.20262 -1.44241

Calculated values
HOMO (alpha / beta) = -4.26 / -8.45 eV
energy = -1771.53300 Eh
spin multiplicity = 2

Mulliken charges in e: 0.539, 0.593, -0.213, -0.381, -0.297, -0.247, 0.616, -0.703, -0.248, -0.201, 0.145, 0.191, 0.154, -0.001, -1.422, 0.839, -0.911, -0.343, -0.712, -0.685, 0.287, 0.383, 0.314, 0.237, 0.471, 0.313, 0.281, 0.296, 0.274, 0.174, 0.221, -1.299, 0.418, -0.832, -0.213, -0.842, -0.286, 0.288, 0.270, 0.458, 0.392, 0.460, 0.345, 0.291, 0.304, 0.328, 0.250, -0.354, -1.305, 0.465, -0.643, -0.350, -0.697, -0.657, 0.331, 0.340, 0.334, 0.168, 0.383, 0.355, 0.299, 0.313, 0.232, 0.236, 0.202, -0.653, 0.314, 0.322, -0.751, 0.538, 0.288, -0.501, 0.257, 0.238



# 2
Below is 3 unconnected molecules or ions with the total composition C13H43N6O8P4S2 at a distorted geometry, with properties calculated with ωB97M-V with the def2-TZVPD basis set.

Element x y z (Å)
O 1.69393 -7.03473 -7.49123
P 2.01535 -5.72359 -7.96522
O 0.97646 -5.17442 -9.04341
O 3.52202 -5.59850 -8.51878
C 1.92968 -4.46723 -6.58026
S 3.14037 -4.90724 -5.29070
S 4.24192 -3.17769 -4.99740
P 1.88650 -5.36428 -3.58247
O 0.76455 -6.16377 -3.99579
O 1.33994 -3.97175 -3.03426
O 2.67450 -6.08183 -2.42071
H 0.97519 -4.20131 -9.04117
H 3.72404 -4.64589 -8.52350
H 2.07295 -3.45477 -6.96789
H 0.92230 -4.56532 -6.16280
H 5.47266 -3.62922 -4.63558
H 0.94427 -3.56135 -3.82468
H 3.25379 -6.76181 -2.81371
O 1.30149 -1.11512 -0.51740
P 1.41569 -1.73164 0.87227
N -0.06580 -2.62603 0.86952
C -1.33841 -1.94430 0.68688
C 0.01059 -3.75670 -0.03920
N 1.37599 -0.29192 1.77945
C 0.31634 0.08412 2.69396
C 1.93921 0.89539 1.14576
N 1.95874 -2.58336 2.34823
C 3.33812 -3.07733 2.21801
C 1.16463 -3.55768 3.08233
H -2.15404 -2.67075 0.71410
H -1.39782 -1.39906 -0.26310
H -1.53914 -1.25001 1.50028
H 0.94229 -4.31514 0.12313
H -0.00832 -3.43049 -1.08435
H -0.81193 -4.45492 0.13128
H -0.52421 0.55190 2.17213
H 0.68609 0.80251 3.43012
H -0.05390 -0.76639 3.27016
H 1.22858 1.36941 0.45725
H 2.83852 0.64555 0.58556
H 2.22701 1.62679 1.90372
H 3.39791 -3.94440 1.54911
H 3.74903 -3.35683 3.18878
H 3.98079 -2.28946 1.81035
H 1.05187 -4.51123 2.55245
H 0.17786 -3.17464 3.32225
H 1.65870 -3.76141 4.03672
O -1.54310 2.85986 2.06840
P -1.76072 4.35551 1.91484
N -2.42923 4.67678 3.47556
C -3.63612 3.99186 3.91186
C -1.41414 4.57714 4.51806
N -2.91417 4.29126 0.65276
C -4.29330 4.70457 0.76711
C -2.79786 3.17450 -0.27725
N -1.58581 6.10382 1.59270
C -0.25055 6.43195 1.06635
C -2.02207 7.15918 2.49525
H -3.90586 4.32321 4.91701
H -3.52479 2.90093 3.93077
H -4.48807 4.24519 3.28372
H -0.51547 5.13626 4.23142
H -1.11770 3.53741 4.70217
H -1.77742 5.01293 5.45069
H -4.92110 3.91329 1.19670
H -4.69876 4.95128 -0.21841
H -4.40428 5.60741 1.36931
H -3.25510 2.25848 0.12029
H -1.75387 2.96126 -0.49793
H -3.28162 3.42029 -1.22561
H 0.51812 6.37399 1.84471
H -0.23427 7.43275 0.63310
H 0.02069 5.73082 0.26980
H -1.40034 7.24374 3.39400
H -3.05596 7.02844 2.79923
H -1.97340 8.11373 1.96319

Calculated values
net charge = +1
HOMO = -9.38 eV
energy = -3613.10505 Eh
spin multiplicity = 1

Mulliken charges in e: -0.525, 0.853, -0.450, -0.452, -1.060, 0.206, -0.099, 0.811, -0.517, -0.170, -0.389, 0.351, 0.352, 0.698, 0.437, 0.252, 0.305, 0.372, -0.915, 0.796, 0.188, -0.996, -1.260, 0.264, -0.868, -0.898, 0.108, -0.985, -0.937, 0.370, 0.299, 0.264, 0.294, 0.311, 0.392, 0.222, 0.356, 0.258, 0.179, 0.331, 0.352, 0.297, 0.368, 0.312, 0.304, 0.266, 0.397, -0.806, 0.711, 0.118, -0.910, -1.189, 0.247, -1.070, -0.933, 0.058, -1.052, -0.921, 0.382, 0.201, 0.259, 0.346, 0.302, 0.363, 0.377, 0.360, 0.235, 0.276, 0.261, 0.351, 0.331, 0.381, 0.323, 0.307, 0.260, 0.389



# 3
Below is a molecular structure, C13H44F2HgNO13S2 at a distorted geometry, with properties calculated with ωB97M-V with the def2-TZVPD basis set.

Element x y z (Å)
Hg 3.28273 2.24414 0.05962
N 1.30491 1.47291 -0.31343
S 0.63905 0.05215 -0.33972
O -0.00345 -0.35116 -1.54965
O 0.09391 -0.40955 0.89309
F 2.04637 -0.76675 -0.44964
S -0.19821 2.27092 -0.17923
O -0.95390 2.12887 1.02419
O -0.83498 2.52056 -1.44182
F 0.43854 3.71484 0.13282
C -2.27368 0.86044 4.04354
O -2.23990 0.80073 5.47208
H -2.37565 -0.15047 3.64615
H -3.08420 1.46205 3.62580
H -1.33248 1.31402 3.72972
H -2.58111 -0.06418 5.70880
C -1.39343 -1.24743 -4.64582
O -2.55887 -1.97452 -5.02509
H -1.62668 -0.18426 -4.68995
H -1.05787 -1.52684 -3.64281
H -0.56447 -1.47412 -5.31373
H -3.30870 -1.60014 -4.55502
C -3.30911 2.29748 -3.85627
O -4.70697 2.14334 -3.82578
H -2.99887 3.32134 -3.62701
H -2.79641 1.63309 -3.15739
H -2.89443 2.07012 -4.84527
H -5.12144 3.00312 -3.91032
O 0.32128 1.92989 -4.34695
H 1.21638 1.67376 -4.10645
H -0.09702 2.18910 -3.51593
C 1.01947 -3.27890 -2.32683
C 1.37842 -4.22935 -3.45761
O 0.98249 -5.55332 -3.12161
H 1.67500 -3.43535 -1.46291
H -0.00408 -3.38241 -1.97117
H 1.22278 -2.24160 -2.60102
H 2.44404 -4.12914 -3.68361
H 0.85470 -3.89343 -4.35681
H 0.41862 -5.84593 -3.84220
C -2.09152 4.79332 2.95455
C -1.96682 6.27586 3.29787
O -3.16893 6.78300 3.87042
H -1.25814 4.52463 2.29592
H -2.97437 4.68246 2.32229
H -2.07474 4.09983 3.79165
H -1.79636 6.83608 2.37479
H -1.15679 6.44429 4.00413
H -3.84902 6.82440 3.19312
C -1.79920 -3.23809 0.40554
C -2.76557 -3.08446 1.60415
O -4.08459 -3.23051 1.13012
H -0.78427 -3.22400 0.80934
H -1.89997 -2.40167 -0.28360
H -2.03956 -4.18887 -0.06560
H -2.65692 -2.06583 1.99933
H -2.49671 -3.78970 2.39416
H -4.59085 -3.76362 1.74796
C 2.19682 0.28997 3.53385
C 3.66806 0.54260 3.13078
O 3.79186 0.66318 1.70111
H 1.56484 1.06884 3.11837
H 2.15639 0.17076 4.61700
H 1.94983 -0.71814 3.19904
H 4.31924 -0.27666 3.44138
H 4.05905 1.42706 3.63504
H 3.99850 -0.24757 1.38510
C 5.73865 -1.51986 -0.31286
C 4.65379 -2.53634 0.01400
O 3.96147 -2.12911 1.18671
H 6.22071 -1.69153 -1.27531
H 6.55532 -1.58338 0.41018
H 5.40964 -0.47411 -0.31531
H 5.15837 -3.50121 0.09061
H 3.93901 -2.58909 -0.81014
H 3.09001 -2.53660 1.22959

Calculated values
net charge = +1
HOMO = -11.64 eV
energy = -2703.52605 Eh
spin multiplicity = 1

Mulliken charges in e: 1.515, -0.152, 0.728, -0.316, -0.393, -0.220, 0.875, -0.336, -0.547, -0.367, 0.178, -0.551, -0.077, 0.229, -0.075, 0.322, -0.093, -0.543, 0.146, -0.075, 0.282, 0.305, -0.317, -0.528, 0.305, -0.056, 0.290, 0.316, -0.575, 0.254, 0.338, -0.328, -0.623, -0.530, 0.244, 0.178, 0.118, 0.271, 0.308, 0.336, -0.435, -0.496, -0.519, 0.022, 0.321, 0.198, 0.278, 0.326, 0.299, -0.603, -0.206, -0.531, 0.211, 0.077, 0.374, -0.058, 0.403, 0.312, -0.678, -0.451, -0.256, 0.039, 0.453, 0.218, 0.291, 0.418, 0.131, -1.230, 0.284, -0.580, 0.403, 0.335, 0.183, 0.402, -0.061, 0.291



energy of number 1 (C13H43BBaF4N5O7)? -1771.53300 Eh



What is the spin multiplicity in the second record? 1



Which of these has the highest spin multiplicity? C13H43BBaF4N5O7